Formula: C22H44Cl2F4N2O23PdS4
Source: the Open Molecules 2025 dataset
Level of theory: ωB97M-V/def2-TZVPD

Geometry (Å):
Pd  1.780  0.392  -2.184
Cl  -4.693  5.442  3.604
Cl  -1.587  6.000  2.807
S  3.740  3.306  -2.199
S  -0.475  -0.936  -0.104
S  0.015  1.338  0.668
S  2.664  2.785  -4.355
F  3.724  2.587  -0.772
F  0.019  -1.734  -1.422
F  1.269  2.299  0.645
F  1.534  1.817  -4.967
O  3.489  -1.685  -5.639
O  -3.896  -4.099  5.115
O  1.986  4.023  -4.423
O  4.239  -1.156  0.834
O  -2.825  -3.915  3.260
O  5.561  -0.562  -0.729
O  3.755  2.514  -5.220
O  5.102  3.303  -2.582
O  -1.997  2.281  7.915
O  -1.910  1.592  -4.022
O  2.567  -3.187  -4.416
O  3.038  4.495  -1.900
O  2.409  -1.072  -3.759
O  -1.063  2.162  0.238
O  -2.198  0.828  6.363
O  -3.449  2.711  6.233
O  -0.140  0.438  -3.269
O  -1.286  -0.271  -4.997
O  3.386  -0.628  -1.191
O  0.000  0.915  2.022
O  -0.112  -1.850  0.921
O  -4.277  -2.290  3.799
O  -1.861  -0.787  -0.373
N  0.535  0.310  -0.444
N  2.825  2.118  -2.913
C  -2.960  0.203  5.320
C  -0.786  3.374  -2.681
C  -2.477  4.572  2.311
C  -1.980  2.458  -2.893
C  6.285  -2.053  -2.493
C  -2.361  0.426  3.954
C  -3.720  -3.321  4.047
C  2.782  -1.907  -4.562
C  -3.564  4.111  3.253
C  -2.623  2.027  6.768
C  4.378  -0.546  -5.660
C  5.993  -0.624  -2.102
C  1.980  -3.633  -3.171
C  -3.596  -3.733  0.993
C  -2.554  -3.284  1.998
C  -2.262  -0.067  -6.033
C  -4.889  -3.628  6.020
C  3.024  -1.770  1.305
C  1.722  -5.118  -3.257
C  -2.183  3.575  8.462
C  -1.057  0.596  -4.042
C  4.311  -0.806  -0.412
H  -2.053  1.896  -1.954
H  0.787  -5.341  -2.732
H  -2.931  4.194  7.980
H  4.211  0.178  -4.869
H  -2.873  4.711  1.305
H  6.660  -2.096  -3.519
H  3.302  -2.823  1.429
H  4.219  -0.013  -6.593
H  5.373  -0.985  -5.657
H  6.845  0.049  -2.150
H  5.396  -2.666  -2.368
H  -2.482  -2.201  2.069
H  7.173  -2.398  -1.960
H  -2.573  0.974  -6.033
H  -2.978  -0.870  5.503
H  2.200  -1.726  0.612
H  -2.276  1.492  3.718
H  -5.015  -4.326  6.840
H  -1.350  0.027  3.882
H  -1.857  -0.369  -6.988
H  -4.483  -3.107  1.136
H  1.003  -3.146  -3.143
H  -0.733  4.059  -3.538
H  5.223  -0.177  -2.735
H  -4.065  3.285  2.739
H  -2.306  3.494  9.544
H  2.816  -1.442  2.317
H  -2.898  3.035  -2.935
H  -3.989  0.553  5.380
H  -5.779  -3.375  5.447
H  -0.875  3.964  -1.774
H  -2.955  0.031  3.130
H  -4.624  -2.698  6.538
H  -3.240  3.636  4.175
H  -1.232  4.126  8.432
H  -3.223  -3.514  -0.010
H  2.515  -5.708  -2.808
H  2.564  -3.299  -2.316
H  -1.552  -3.592  1.713
H  1.419  -5.438  -4.254
H  -3.148  -0.617  -5.719
H  -3.961  -4.754  1.066
H  0.188  2.894  -2.725
H  -1.779  3.746  2.161

Lowest unoccupied orbital energy (spin up / spin down) in hartree: -0.0041 / -0.1245
2S+1: 3
E_HOMO (spin up / spin down) in eV: -10.083 / -10.083

---

Formula: C22H44ClFN13O23P
Source: the Open Molecules 2025 dataset
Level of theory: ωB97M-V/def2-TZVPD

Geometry (Å):
Cl  -3.451  -0.145  -4.425
P  -1.543  -1.137  -4.606
F  -4.097  3.060  -3.029
O  -3.598  0.776  0.357
O  0.015  5.928  -1.470
O  2.479  1.028  -9.101
O  3.737  2.348  3.339
O  1.308  -0.126  -10.567
O  -2.875  2.668  1.225
O  -0.353  -3.360  -6.848
O  1.683  -7.416  2.296
O  -0.675  -0.587  -6.012
O  -0.204  -5.591  5.355
O  -0.309  -0.827  8.506
O  5.390  2.963  4.660
O  0.712  -0.582  5.315
O  -5.421  5.042  1.531
O  2.772  -7.158  0.398
O  -1.856  -6.206  4.034
O  0.746  0.944  9.283
O  4.620  0.833  -1.985
O  -1.489  -4.033  -8.611
O  5.674  2.605  -1.208
O  1.964  4.967  -1.831
O  2.215  -2.023  4.596
O  -4.591  7.007  0.982
N  -3.545  1.629  1.251
N  4.657  2.118  4.134
N  -1.085  -4.154  -7.449
N  1.572  0.697  1.209
N  -0.937  -6.436  4.828
N  1.874  -6.875  1.200
N  1.424  0.560  -9.545
N  4.823  2.051  -1.913
N  1.140  5.555  -1.120
N  1.267  -1.687  5.315
N  0.779  -2.487  0.580
N  -4.948  5.851  0.725
N  -0.106  0.391  8.577
C  1.404  -2.019  1.863
C  0.507  -1.353  -0.367
C  -1.514  3.296  -2.881
C  -0.961  1.274  7.739
C  0.528  1.327  -1.197
C  1.781  -0.461  2.146
C  1.535  5.841  0.285
C  0.751  -2.708  6.266
C  -2.885  2.707  -2.201
C  4.899  0.693  4.485
C  -4.362  1.387  2.471
C  -1.518  -5.365  -6.701
C  -0.634  -0.634  -2.967
C  3.968  2.934  -2.751
C  0.185  0.853  -8.776
C  -0.695  -7.861  5.180
C  -4.793  5.398  -0.683
C  -0.229  -1.743  -1.809
C  -0.589  2.173  -3.645
C  0.942  -5.784  0.808
C  0.902  0.189  -0.037
C  -0.233  0.949  -2.606
H  -5.393  6.060  -1.311
H  -2.991  3.186  -1.124
H  1.536  -4.879  0.666
H  -1.661  0.655  7.174
H  -0.455  -8.392  4.256
H  3.268  2.315  -3.317
H  -0.887  3.816  -2.020
H  -0.303  1.826  7.065
H  -2.154  -5.972  -7.348
H  -5.145  4.367  -0.764
H  4.626  3.487  -3.425
H  -1.018  1.804  -4.677
H  -1.609  -8.249  5.634
H  2.282  -0.211  3.199
H  0.208  -5.643  1.604
H  -5.063  2.218  2.568
H  2.544  5.458  0.454
H  3.432  3.607  -2.080
H  -3.733  5.464  -0.936
H  1.571  -2.982  6.933
H  0.452  -6.087  -0.120
H  -2.071  -5.029  -5.821
H  -3.678  1.343  3.322
H  -1.497  1.947  8.411
H  0.062  1.937  -8.748
H  3.984  0.306  4.939
H  5.139  0.162  3.562
H  0.315  0.441  -7.773
H  -4.896  0.442  2.357
H  0.447  2.706  -3.900
H  -0.475  -2.891  -2.003
H  -0.542  -1.392  -6.601
H  -0.078  -2.277  6.832
H  1.505  6.924  0.422
H  0.814  2.463  -0.989
H  5.732  0.639  5.189
H  -0.619  -5.917  -6.418
H  -2.902  1.544  -2.050
H  0.138  -7.915  5.884
H  -0.662  0.381  -9.279
H  0.818  5.338  0.938
H  -1.838  4.113  -3.676
H  1.627  -2.832  2.695
H  0.413  -3.564  5.679

Lowest unoccupied orbital energy in hartree: -0.0527
E_HOMO in eV: -8.516
Energy relative to the best compared isomer or geometry (same formula, charge and spin) in eV: 13.481

---

Formula: C22H44FMgO19
Source: the Open Molecules 2025 dataset
Level of theory: ωB97M-V/def2-TZVPD

Geometry (Å):
Mg  -0.031  -2.297  0.130
F  0.225  -0.437  0.395
O  -3.595  -2.042  -1.884
O  5.041  3.426  0.764
O  -1.498  5.520  2.413
O  3.696  -4.013  0.758
O  1.593  -3.373  -3.672
O  -1.057  2.219  -3.032
O  -0.360  -2.628  2.073
O  -2.183  -1.899  0.027
O  3.753  2.017  -0.441
O  4.032  -1.930  1.329
O  -2.093  -3.576  3.196
O  2.893  3.268  1.323
O  -4.395  -1.156  -0.043
O  2.091  -2.495  0.443
O  -1.918  3.498  2.760
O  -1.360  -1.571  3.788
O  -1.515  4.118  0.544
O  1.953  -1.221  -3.310
O  0.468  -2.359  -1.929
C  -2.815  1.694  -1.643
C  -1.132  6.739  1.651
C  -1.269  -2.589  2.935
C  -0.289  -0.575  3.915
C  -1.750  2.085  2.498
C  3.198  -2.778  0.810
C  -1.358  1.603  -1.784
C  6.235  3.377  -0.007
C  0.883  -4.561  -3.609
C  1.744  0.048  -2.764
C  3.876  2.857  0.470
C  -2.891  -3.050  -2.647
C  -2.071  3.025  -3.523
C  -1.667  4.372  1.797
C  -3.271  -1.723  -0.605
C  -2.215  -4.661  2.208
C  1.685  2.557  1.321
C  1.275  -2.320  -2.862
C  -3.019  3.049  -2.337
C  3.882  -0.523  1.193
C  -4.312  -0.784  1.280
C  3.055  -5.118  0.176
H  2.058  -5.319  0.569
H  -2.607  2.642  -4.391
H  2.659  0.636  -2.827
H  1.584  -0.070  -1.692
H  -1.188  -4.974  2.019
H  6.035  3.184  -1.061
H  -3.147  1.606  -0.608
H  0.910  0.376  -3.385
H  -4.037  3.144  -2.716
H  3.031  -5.091  -0.914
H  1.849  1.486  1.439
H  -0.798  6.483  0.646
H  -3.519  -3.695  -3.261
H  1.095  2.954  2.147
H  -5.223  -0.203  1.427
H  -0.246  7.221  2.067
H  3.503  -6.104  0.303
H  -1.964  7.443  1.682
H  0.617  -1.135  4.146
H  3.335  -0.140  2.055
H  -0.498  0.059  4.777
H  -3.236  0.896  -2.254
H  -2.458  -3.700  -1.886
H  -2.717  3.838  -1.649
H  -2.113  -2.477  -3.151
H  -2.701  -4.323  1.293
H  -2.803  -5.559  2.401
H  -3.498  -0.071  1.416
H  -0.850  1.905  3.087
H  -1.402  1.815  1.501
H  4.859  -0.041  1.163
H  -4.219  -1.625  1.966
H  3.396  -0.233  0.262
H  -0.108  -4.411  -4.037
H  0.790  -4.946  -2.593
H  -0.249  0.035  3.013
H  -0.909  2.091  -0.919
H  1.416  -5.249  -4.265
H  -2.628  1.546  2.854
H  6.823  4.295  -0.006
H  -1.476  3.929  -3.656
H  -1.036  0.564  -1.712
H  6.877  2.547  0.286
H  1.280  2.882  0.362

Lowest unoccupied orbital energy (spin up / spin down) in hartree: -0.0017 / -0.0044
2S+1: 2
E_HOMO (spin up / spin down) in eV: -2.058 / -8.435

---

Formula: C22H44IrNSSi5
Source: the Open Molecules 2025 dataset
Level of theory: ωB97M-V/def2-TZVPD

Geometry (Å):
Ir  -0.122  0.186  0.082
S  -0.649  -2.069  3.868
Si  2.330  0.998  -2.887
Si  2.685  -2.142  -0.891
Si  2.049  0.142  -0.717
Si  3.536  0.924  0.854
Si  -0.650  3.655  0.012
N  -0.923  -1.759  -0.058
C  5.261  1.074  0.126
C  -2.092  -3.408  -1.293
C  -2.327  -4.115  -0.127
C  1.888  2.796  -3.140
C  1.870  -3.123  -2.275
C  3.694  -0.304  2.273
C  4.078  0.757  -3.510
C  0.961  4.476  -0.421
C  -1.880  -3.620  1.090
C  -0.639  -1.686  2.213
C  1.183  0.041  -4.037
C  0.214  -0.635  4.231
C  -0.009  -0.499  1.919
C  2.250  -3.069  0.683
C  -1.385  -2.218  -1.214
C  -0.856  1.934  -0.668
C  -0.857  3.597  1.869
C  0.484  0.106  3.120
C  -1.180  -2.427  1.091
C  -2.017  4.734  -0.671
C  3.174  2.585  1.639
C  4.521  -2.351  -1.202
H  5.916  1.554  0.862
H  1.224  5.194  0.362
H  1.572  -0.946  -4.286
H  4.461  -1.056  2.064
H  -3.010  4.364  -0.403
H  5.155  -1.967  -0.402
H  2.930  -2.861  1.511
H  3.995  0.221  3.185
H  -0.761  4.593  2.311
H  4.835  -1.882  -2.135
H  5.268  1.692  -0.771
H  0.478  -0.410  5.253
H  -2.075  -4.142  2.016
H  1.044  0.596  -4.970
H  1.243  -2.821  1.024
H  2.121  -4.182  -2.146
H  2.181  2.627  2.095
H  3.922  2.728  2.426
H  4.141  1.207  -4.506
H  -1.902  1.628  -0.455
H  2.222  -2.820  -3.262
H  2.288  -4.143  0.474
H  -0.094  2.953  2.315
H  0.198  -0.096  -3.579
H  3.258  3.418  0.941
H  4.353  -0.295  -3.598
H  -2.871  -5.050  -0.157
H  -1.922  5.753  -0.280
H  1.773  3.759  -0.513
H  -0.730  1.952  -1.760
H  -1.174  -1.605  -2.082
H  2.762  -0.832  2.474
H  5.701  0.109  -0.129
H  4.820  1.244  -2.877
H  0.882  5.020  -1.366
H  0.916  3.056  -2.721
H  -2.434  -3.761  -2.255
H  0.787  -3.039  -2.267
H  -1.961  4.787  -1.763
H  1.012  1.050  3.150
H  4.706  -3.427  -1.287
H  1.848  2.954  -4.223
H  -1.833  3.194  2.157
H  2.627  3.480  -2.718

Lowest unoccupied orbital energy (spin up / spin down) in hartree: -0.0243 / -0.0243
E_HOMO (spin up / spin down) in eV: -7.071 / -7.072
Energy relative to the best compared isomer or geometry (same formula, charge and spin) in eV: 1.152

---

Calculated values (hartree/bohr) of maximum force for the records, taken in order: 0.099; 0.145; 0.100; 0.038.